No. 1
Formula: C16H17N3O3
Source: the OMol25 dataset
Level of theory: the ωB97M-V functional and the def2-TZVPD basis

XYZ file:
```
39
Properties=species:S:1:pos:R:3:nbo_charge:R:1
C -0.41 -6.74 -2.27 -0.615
C -0.06 -5.39 -1.97 -0.009
O -1.14 -4.72 -1.62 -0.518
C -1.14 -3.32 -1.13 0.386
C -2.50 -2.62 -0.81 -0.247
C -2.37 -1.33 -0.19 -0.141
C -1.18 -0.61 0.00 0.067
C 0.07 -1.18 -0.70 -0.128
C 0.11 -2.47 -1.11 -0.326
H 0.98 -3.01 -1.33 0.227
H 1.19 -0.65 -0.57 0.260
N -1.05 0.82 0.14 -0.450
C -0.69 1.76 -0.48 0.631
O 0.26 1.56 -1.43 -0.613
C -0.79 3.08 0.23 -0.102
N 0.52 3.69 0.80 -0.148
C 1.09 4.43 -0.07 -0.009
C 2.37 4.75 0.62 -0.282
C 2.34 3.97 1.62 0.028
N 1.21 3.39 1.90 -0.302
C 3.24 4.10 2.80 -0.642
H 3.56 5.06 3.42 0.243
H 4.34 3.62 2.54 0.212
H 2.98 3.36 3.82 0.227
H 3.31 5.42 -0.08 0.234
H 0.89 4.67 -1.17 0.253
C -1.69 2.60 1.63 -0.430
C -1.68 1.07 1.28 0.691
O -2.48 0.45 2.20 -0.568
H -2.46 3.09 1.82 0.204
H -0.78 2.68 2.37 0.279
H -1.37 3.77 -0.41 0.248
H -3.21 -0.96 0.01 0.203
H -3.31 -3.22 -0.74 0.220
H 0.40 -4.69 -2.74 0.163
H 0.90 -5.37 -1.14 0.123
H 0.42 -7.18 -2.82 0.217
H -1.04 -6.71 -2.92 0.201
H -0.83 -7.17 -1.49 0.216
```

Its maximum force is 18.34 eV/Å. For the total energy, the calculation gives -27466.268 eV. The calculation puts the energy relative to the best compared isomer or geometry (same formula, charge and spin) at 1524.4 kJ/mol. Its LUMO energy is -0.0147 Ha.

No. 2
Formula: C16H17N3O6S
Source: the OMol25 dataset
Level of theory: the ωB97M-V functional and the def2-TZVPD basis

XYZ file:
```
43
Properties=species:S:1:pos:R:3:nbo_charge:R:1
C -1.47 -2.64 1.24 -0.637
C -1.71 -2.15 -0.18 -0.072
O -2.10 -0.78 -0.20 -0.495
C -3.38 -0.51 0.08 0.554
N -4.22 -1.52 0.24 -0.504
C -5.49 -1.28 0.51 0.090
C -6.01 -0.01 0.66 -0.304
C -5.14 1.06 0.51 -0.081
C -3.80 0.84 0.21 -0.267
C -2.92 2.02 0.11 0.798
O -3.24 3.12 0.48 -0.587
O -1.73 1.74 -0.43 -0.511
C -0.78 2.80 -0.47 -0.174
C 0.65 2.26 -0.39 0.664
O 1.59 3.00 -0.21 -0.596
N 0.73 0.92 -0.57 -0.616
C 1.89 0.14 -0.60 0.156
C 1.87 -1.07 -1.29 -0.219
C 2.99 -1.87 -1.35 -0.195
C 4.17 -1.47 -0.73 -0.235
C 4.18 -0.27 -0.05 -0.223
S 5.67 0.29 0.74 2.291
N 6.14 1.51 -0.32 -1.076
O 6.67 -0.74 0.68 -0.940
O 5.35 0.87 2.01 -0.930
C 3.06 0.54 0.03 -0.244
H -2.39 -2.61 1.81 0.222
H -0.72 -2.01 1.73 0.214
H -1.10 -3.66 1.22 0.219
H -2.49 -2.75 -0.66 0.208
H -0.79 -2.20 -0.76 0.181
H -6.10 -2.16 0.62 0.198
H -7.05 0.14 0.89 0.227
H -5.47 2.08 0.63 0.243
H -0.88 3.35 -1.41 0.215
H -0.95 3.50 0.35 0.239
H -0.15 0.44 -0.75 0.435
H 0.96 -1.37 -1.80 0.209
H 2.96 -2.81 -1.89 0.222
H 5.06 -2.06 -0.75 0.245
H 7.11 1.43 -0.57 0.407
H 5.91 2.43 0.03 0.403
H 3.12 1.47 0.58 0.264
```

Its maximum force is 0.79 eV/Å. For the total energy, the calculation gives -44458.957 eV. The calculation puts the energy relative to the best compared isomer or geometry (same formula, charge and spin) at 0.0 kJ/mol. Its LUMO energy is -0.0003 Ha.

No. 3
Formula: C16H17N5S
Source: the OMol25 dataset
Level of theory: the ωB97M-V functional and the def2-TZVPD basis

XYZ file:
```
39
Properties=species:S:1:pos:R:3:nbo_charge:R:1
C -6.01 -2.40 1.19 -0.625
C -5.38 -1.19 0.56 -0.020
C -6.11 -0.02 0.38 -0.205
C -5.52 1.10 -0.18 -0.227
C -4.19 1.09 -0.57 0.078
C -3.57 2.32 -1.17 -0.660
C -3.45 -0.09 -0.40 -0.082
C -2.02 -0.17 -0.81 -0.508
S -0.94 0.65 0.44 0.249
C 0.58 0.12 -0.19 0.142
N 0.78 -0.65 -1.24 -0.318
N 2.09 -0.85 -1.35 -0.258
C 2.70 -0.21 -0.38 0.235
C 4.12 -0.21 -0.12 0.160
C 4.98 -0.89 -0.99 -0.213
C 6.33 -0.89 -0.71 -0.158
C 6.79 -0.22 0.42 -0.261
C 5.86 0.42 1.22 0.052
N 4.56 0.43 0.96 -0.468
N 1.77 0.43 0.40 -0.172
N 1.98 1.29 1.46 -0.645
C -4.05 -1.20 0.16 -0.186
H -5.52 -3.31 0.85 0.216
H -7.07 -2.45 0.95 0.216
H -5.91 -2.35 2.27 0.220
H -7.15 0.01 0.68 0.208
H -6.10 2.00 -0.31 0.206
H -2.68 2.61 -0.61 0.227
H -3.26 2.13 -2.20 0.217
H -4.27 3.14 -1.17 0.216
H -1.82 0.34 -1.75 0.237
H -1.67 -1.19 -0.87 0.250
H 4.56 -1.40 -1.84 0.247
H 7.03 -1.40 -1.36 0.222
H 7.84 -0.19 0.67 0.223
H 6.15 0.96 2.11 0.196
H 1.38 1.05 2.24 0.366
H 2.98 1.23 1.70 0.418
H -3.47 -2.10 0.30 0.206
```

Its maximum force is 1.37 eV/Å. For the total energy, the calculation gives -35153.007 eV. The calculation puts the energy relative to the best compared isomer or geometry (same formula, charge and spin) at 93.0 kJ/mol. Its LUMO energy is 0.0157 Ha.

Please write out number 3 again, unchanged.
Formula: C16H17N5S
Source: the OMol25 dataset
Level of theory: the ωB97M-V functional and the def2-TZVPD basis

XYZ file:
```
39
Properties=species:S:1:pos:R:3:nbo_charge:R:1
C -6.01 -2.40 1.19 -0.625
C -5.38 -1.19 0.56 -0.020
C -6.11 -0.02 0.38 -0.205
C -5.52 1.10 -0.18 -0.227
C -4.19 1.09 -0.57 0.078
C -3.57 2.32 -1.17 -0.660
C -3.45 -0.09 -0.40 -0.082
C -2.02 -0.17 -0.81 -0.508
S -0.94 0.65 0.44 0.249
C 0.58 0.12 -0.19 0.142
N 0.78 -0.65 -1.24 -0.318
N 2.09 -0.85 -1.35 -0.258
C 2.70 -0.21 -0.38 0.235
C 4.12 -0.21 -0.12 0.160
C 4.98 -0.89 -0.99 -0.213
C 6.33 -0.89 -0.71 -0.158
C 6.79 -0.22 0.42 -0.261
C 5.86 0.42 1.22 0.052
N 4.56 0.43 0.96 -0.468
N 1.77 0.43 0.40 -0.172
N 1.98 1.29 1.46 -0.645
C -4.05 -1.20 0.16 -0.186
H -5.52 -3.31 0.85 0.216
H -7.07 -2.45 0.95 0.216
H -5.91 -2.35 2.27 0.220
H -7.15 0.01 0.68 0.208
H -6.10 2.00 -0.31 0.206
H -2.68 2.61 -0.61 0.227
H -3.26 2.13 -2.20 0.217
H -4.27 3.14 -1.17 0.216
H -1.82 0.34 -1.75 0.237
H -1.67 -1.19 -0.87 0.250
H 4.56 -1.40 -1.84 0.247
H 7.03 -1.40 -1.36 0.222
H 7.84 -0.19 0.67 0.223
H 6.15 0.96 2.11 0.196
H 1.38 1.05 2.24 0.366
H 2.98 1.23 1.70 0.418
H -3.47 -2.10 0.30 0.206
```

Its maximum force is 1.37 eV/Å. For the total energy, the calculation gives -35153.007 eV. The calculation puts the energy relative to the best compared isomer or geometry (same formula, charge and spin) at 93.0 kJ/mol. Its LUMO energy is 0.0157 Ha.